(1)
The following is a DFT calculation (the ωB97M-V functional and the def2-TZVPD basis) of C36H45N10O2ReS2Si as an isolated structure.

Geometry as XYZ:
```
97
Properties=species:S:1:pos:R:3:mulliken_charge:R:1
Re -0.384 -0.063 0.086 0.405
C 3.937 0.894 0.871 -2.522
C 2.563 1.029 0.278 1.575
N 1.530 0.432 0.817 0.630
N 1.833 -0.186 2.031 -0.574
C 0.843 -0.370 2.814 0.380
S -0.768 0.064 2.341 -0.645
S 0.993 -1.070 4.388 0.004
C 2.800 -1.117 4.641 -0.828
C 3.327 0.153 5.249 0.348
C 3.599 1.267 4.459 0.045
C 4.063 2.442 5.031 -0.804
C 4.262 2.518 6.403 -0.450
C 3.996 1.412 7.198 -0.574
C 3.530 0.238 6.623 -0.634
C 2.438 1.868 -0.890 0.520
C 3.526 2.626 -1.363 -0.993
C 3.400 3.467 -2.441 -1.040
C 2.170 3.580 -3.088 -0.542
C 1.090 2.849 -2.652 -0.769
C 1.214 1.979 -1.557 0.156
O 0.146 1.261 -1.254 0.147
H 3.936 0.294 1.767 0.728
H 4.357 1.875 1.095 0.448
H 4.581 0.423 0.123 0.563
H 3.256 -1.353 3.682 0.205
H 2.965 -1.964 5.306 0.607
H 3.436 1.211 3.389 0.473
H 4.273 3.302 4.405 0.414
H 4.626 3.434 6.850 0.383
H 4.152 1.463 8.268 0.382
H 3.325 -0.624 7.249 0.360
H 4.489 2.558 -0.877 0.436
H 4.253 4.038 -2.782 0.413
H 2.063 4.243 -3.938 0.440
H 0.127 2.908 -3.144 0.498
N -5.434 -1.799 1.048 -0.714
N -4.172 -1.820 0.497 1.057
N -3.827 -2.678 -0.438 -1.013
C -2.602 -2.283 -0.723 -0.575
N -2.256 -1.226 0.031 0.845
N -3.283 -0.939 0.805 -0.261
H -5.848 -2.711 0.892 0.325
H -5.359 -1.604 2.040 0.280
H -1.953 -2.772 -1.430 0.513
C -4.685 6.931 -0.441 -1.191
C -3.373 6.349 0.073 -0.669
N -3.477 5.763 1.405 0.184
C -3.631 6.682 2.542 -0.762
C -5.050 6.705 3.094 -1.068
C -3.321 4.450 1.705 0.153
O -3.260 4.031 2.851 -0.658
C -3.226 3.442 0.588 -0.383
C -4.140 3.322 -0.444 0.444
C -4.003 2.272 -1.343 -1.305
C -2.965 1.382 -1.174 -0.273
N -2.098 1.466 -0.155 -0.033
C -2.232 2.478 0.703 -0.542
H -4.596 7.196 -1.496 0.380
H -4.956 7.836 0.107 0.350
H -5.506 6.220 -0.331 0.336
H -2.620 7.139 0.119 0.386
H -2.983 5.603 -0.616 0.459
H -3.330 7.672 2.199 0.402
H -2.937 6.371 3.321 0.404
H -5.767 7.025 2.336 0.270
H -5.113 7.396 3.936 0.389
H -5.331 5.714 3.447 0.301
H -4.954 4.030 -0.548 0.499
H -4.687 2.147 -2.172 0.480
H -2.806 0.578 -1.881 0.456
H -1.537 2.525 1.531 0.627
C 2.847 -1.725 -1.815 -1.356
Si 1.047 -2.256 -1.656 0.774
C 0.037 -1.289 -2.947 -1.047
C 0.779 -4.087 -1.989 -1.338
N 0.429 -1.873 -0.021 1.435
C 0.576 -2.903 0.948 0.101
C -0.433 -3.210 1.870 -0.185
C -0.277 -4.250 2.777 -0.837
C 0.878 -5.013 2.790 -0.713
C 1.887 -4.722 1.885 -0.931
C 1.739 -3.685 0.977 -0.211
H 2.916 -0.693 -2.174 0.225
H 3.381 -2.360 -2.529 0.549
H 3.371 -1.779 -0.858 0.286
H 0.012 -1.906 -3.853 0.567
H 0.487 -0.332 -3.204 0.170
H -1.006 -1.094 -2.683 0.209
H 1.724 -4.633 -2.041 0.366
H 0.270 -4.223 -2.949 0.498
H 0.179 -4.566 -1.213 0.337
H -1.337 -2.621 1.901 0.319
H -1.070 -4.456 3.486 0.415
H 0.993 -5.823 3.500 0.401
H 2.801 -5.302 1.886 0.439
H 2.549 -3.466 0.293 0.251
```

## Properties
LUMO level (spin up / spin down)	-3.031 / -3.175	eV
spin multiplicity	2
charge	+1
<S²>	0.7569



(2)
The following is a DFT calculation (the ωB97M-V functional and the def2-TZVPD basis) of a 5-piece molecular cluster, C36H45N5O13P overall in a non-equilibrium geometry.

Geometry as XYZ:
```
100
Properties=species:S:1:pos:R:3:mulliken_charge:R:1
C -0.434 2.783 0.076 -0.360
C -1.622 2.001 0.622 -0.977
C -1.281 0.668 1.318 -0.167
O 0.111 0.391 1.279 0.113
C 0.494 -0.967 1.433 2.588
P -0.382 -1.724 2.887 1.137
O -0.466 -0.841 4.051 -0.754
O -1.816 -2.279 2.416 -0.600
O 0.423 -3.078 3.219 -0.589
C 1.975 -0.959 1.835 -3.344
C 3.036 -1.067 0.703 2.438
C 4.273 -1.741 1.332 -1.896
C 3.512 0.313 0.185 -1.695
N 2.576 -1.935 -0.420 0.627
O 2.712 -3.191 -0.162 -0.671
C 1.205 -1.650 -0.922 2.435
C 1.067 -0.277 -1.572 -1.703
C 0.883 -2.693 -2.018 -1.751
C 0.180 -1.820 0.201 -2.965
H 0.316 2.964 0.843 0.125
H 0.006 2.301 -0.793 -0.313
H -0.803 3.755 -0.259 0.528
H -2.312 1.798 -0.202 0.343
H -2.177 2.627 1.321 0.380
H -1.584 0.743 2.364 0.475
H -1.866 -0.123 0.845 -0.032
H -1.869 -2.421 1.462 0.354
H -0.187 -3.821 3.207 0.354
H 2.205 -1.721 2.573 0.626
H 2.122 -0.001 2.331 0.078
H 4.901 -2.151 0.542 0.468
H 4.001 -2.577 1.971 0.403
H 4.838 -0.999 1.892 0.484
H 3.111 1.117 0.797 0.067
H 4.595 0.387 0.268 0.543
H 3.278 0.475 -0.861 0.349
H 1.747 -0.238 -2.430 0.535
H 1.336 0.544 -0.917 -0.047
H 0.055 -0.136 -1.945 -0.158
H 0.476 -3.596 -1.571 0.235
H 1.786 -2.933 -2.574 0.473
H 0.144 -2.282 -2.702 0.317
H -0.789 -1.554 -0.227 0.482
H 0.120 -2.872 0.475 1.113
C -3.160 -8.628 1.928 -0.435
C -4.306 -7.968 1.502 -0.472
C -4.214 -6.700 0.955 -0.419
C -2.965 -6.117 0.844 0.091
C -1.812 -6.754 1.265 -0.211
C -1.917 -8.021 1.812 -0.585
N -2.856 -4.779 0.252 1.050
O -3.873 -4.220 -0.099 -0.644
O -1.742 -4.296 0.149 -0.480
H -3.237 -9.621 2.351 0.395
H -5.273 -8.443 1.595 0.375
H -5.097 -6.176 0.622 0.464
H -0.849 -6.273 1.166 0.501
H -1.027 -8.536 2.145 0.383
C 0.817 5.752 4.500 -0.455
C 1.515 6.195 3.385 -0.504
C 2.447 5.371 2.777 -0.424
C 2.659 4.109 3.302 0.239
C 1.977 3.649 4.413 -0.302
C 1.049 4.483 5.014 -0.575
N 3.628 3.219 2.646 1.110
O 4.215 3.639 1.671 -0.616
O 3.768 2.104 3.105 -0.610
H 0.085 6.397 4.969 0.397
H 1.332 7.183 2.985 0.405
H 2.995 5.703 1.908 0.520
H 2.161 2.658 4.800 0.431
H 0.503 4.139 5.882 0.394
C -6.613 -0.180 -3.242 -0.454
C -6.090 1.019 -3.710 -0.479
C -4.720 1.213 -3.742 -0.401
C -3.896 0.192 -3.305 0.116
C -4.395 -1.008 -2.831 -0.328
C -5.768 -1.189 -2.800 -0.548
N -2.441 0.384 -3.348 1.037
O -2.013 1.453 -3.730 -0.631
O -1.742 -0.543 -2.985 -0.552
H -7.685 -0.328 -3.222 0.384
H -6.751 1.804 -4.051 0.382
H -4.301 2.141 -4.101 0.474
H -3.729 -1.787 -2.489 0.515
H -6.176 -2.120 -2.432 0.410
C 3.240 2.608 -4.028 -0.516
C 1.928 2.901 -3.679 -0.284
C 1.625 4.107 -3.070 -0.224
C 2.646 5.005 -2.820 0.037
C 3.959 4.732 -3.156 -0.467
C 4.252 3.522 -3.764 -0.456
N 2.324 6.291 -2.183 1.085
O 1.167 6.496 -1.877 -0.622
O 3.234 7.073 -1.997 -0.621
H 3.474 1.665 -4.503 0.427
H 1.136 2.191 -3.878 0.361
H 0.605 4.332 -2.797 0.409
H 4.739 5.448 -2.946 0.478
H 5.274 3.292 -4.032 0.395
```

## Properties
LUMO level (spin up / spin down)	-1.117 / -1.118	eV
spin multiplicity	2
<S²>	0.7541



(3)
The following is a DFT calculation (the ωB97M-V functional and the def2-TZVPD basis) of C36H46BN2O3PS6SbTc as an isolated structure in a non-equilibrium geometry.

Geometry as XYZ:
```
97
Properties=species:S:1:pos:R:3:mulliken_charge:R:1
Tc -0.052 0.578 0.255 -0.348
C -2.386 -1.214 5.078 -1.774
C -1.563 -1.636 3.858 0.127
C -0.088 -1.292 3.980 1.020
C 0.667 -2.110 4.815 -0.404
C 2.024 -1.909 4.993 -1.362
C 2.636 -0.854 4.343 -0.563
C 1.922 0.003 3.511 0.376
C 2.644 1.182 2.918 1.335
C 3.128 2.164 3.990 -1.819
C 0.559 -0.232 3.316 -0.261
N -0.210 0.588 2.405 1.182
C -1.361 1.024 2.860 -1.612
C -2.395 1.220 1.959 0.194
C -3.759 1.490 2.075 -1.301
C -4.292 1.310 0.806 -1.137
C -3.235 0.936 -0.041 -1.070
N -2.095 0.869 0.648 1.994
H -3.429 -1.513 4.965 0.452
H -2.366 -0.137 5.243 0.325
H -1.995 -1.684 5.982 0.413
H -2.008 -1.239 2.945 -0.388
H -1.640 -2.720 3.777 0.415
H 0.173 -2.933 5.320 0.476
H 2.597 -2.567 5.634 0.425
H 3.695 -0.670 4.488 0.450
H 2.010 1.708 2.210 -0.911
H 3.508 0.818 2.354 -0.027
H 3.987 1.775 4.537 0.421
H 2.340 2.368 4.716 0.397
H 3.429 3.112 3.538 0.445
H -1.507 1.127 3.929 0.806
H -4.273 1.779 2.978 0.599
H -5.319 1.435 0.503 0.494
H -3.260 0.721 -1.096 0.634
S 0.685 6.537 3.179 -0.555
Sb 0.347 4.366 2.965 0.247
S -0.252 3.135 0.010 -0.059
S 1.566 3.796 0.723 -0.274
S -1.551 4.152 1.210 -0.288
C 0.282 -4.385 -0.992 -2.210
C -0.409 -3.704 0.177 1.926
C -0.156 -4.500 1.441 -1.739
O 0.236 -2.407 0.359 -0.085
B -0.731 -1.431 0.321 1.557
O -2.000 -1.906 0.184 -0.067
C -1.925 -3.333 -0.095 1.707
C -2.912 -4.035 0.816 -1.745
C -2.350 -3.482 -1.547 -2.119
H 1.328 -4.560 -0.734 0.465
H 0.250 -3.776 -1.893 0.328
H -0.177 -5.351 -1.209 0.420
H 0.921 -4.609 1.577 0.507
H -0.596 -5.497 1.380 0.382
H -0.549 -3.997 2.317 0.007
H -2.709 -3.829 1.865 0.220
H -2.888 -5.115 0.659 0.356
H -3.918 -3.681 0.590 0.443
H -1.701 -2.912 -2.213 0.231
H -3.362 -3.091 -1.654 0.535
H -2.348 -4.527 -1.862 0.389
C 2.853 -1.294 -1.351 -0.995
C 2.984 -0.346 -0.185 0.432
C 3.861 0.849 -0.463 -0.879
O 1.654 0.157 0.127 -0.292
H 3.838 -1.707 -1.576 0.531
H 2.483 -0.765 -2.231 0.019
H 2.170 -2.106 -1.115 0.040
H 3.303 -0.878 0.712 0.335
H 3.492 1.401 -1.332 -0.125
H 4.870 0.491 -0.670 0.511
H 3.892 1.536 0.381 0.219
S -2.280 3.414 -2.405 -0.329
P -0.927 2.191 -3.061 1.430
S -0.618 0.399 -2.010 -0.821
C -1.296 1.536 -4.721 0.551
C -1.845 0.278 -4.956 -0.337
C -2.189 -0.107 -6.247 -0.753
C -1.991 0.761 -7.309 -0.440
C -1.448 2.019 -7.080 -0.680
C -1.105 2.406 -5.796 -0.516
C 0.718 2.927 -3.240 0.133
C 0.905 4.285 -3.015 -0.600
C 2.168 4.843 -3.168 -0.591
C 3.238 4.050 -3.558 -0.427
C 3.050 2.692 -3.796 -0.749
C 1.794 2.131 -3.634 -0.257
H -2.011 -0.405 -4.135 0.372
H -2.616 -1.086 -6.421 0.414
H -2.259 0.460 -8.313 0.379
H -1.294 2.702 -7.906 0.391
H -0.688 3.391 -5.624 0.395
H 0.063 4.888 -2.698 0.407
H 2.316 5.897 -2.973 0.448
H 4.221 4.487 -3.671 0.402
H 3.883 2.074 -4.108 0.411
H 1.645 1.072 -3.818 0.393
```

## Properties
LUMO level (spin up / spin down)	-1.724 / -1.726	eV



The following total energy values (in eV) correspond, in order, to the records above: -88732.1413; -81408.5637; -130919.3969.